Formula: C35H43CoN6O5PS
Source: OMol25
Level of theory: wB97M-V/def2-TZVPD

Geometry as XYZ:
```
92
C35H43CoN6O5PS (wB97M-V/def2-TZVPD)
Co 1.259 -1.285 -0.626
C -5.616 -0.431 -0.189
C -4.427 0.504 0.002
N -3.985 1.136 -1.230
C -4.656 2.366 -1.596
C -4.109 3.590 -0.874
C -3.108 0.482 -2.062
S -2.487 1.278 -3.451
N -2.929 -0.789 -1.759
C -1.865 -1.577 -1.958
O -0.673 -1.250 -1.886
C -2.234 -3.025 -2.197
C -1.308 -4.030 -1.952
C -1.645 -5.357 -2.189
C -2.897 -5.684 -2.690
C -3.822 -4.678 -2.945
C -3.494 -3.356 -2.689
H -5.923 -0.860 0.768
H -5.332 -1.243 -0.858
H -6.472 0.098 -0.615
H -3.591 -0.053 0.422
H -4.680 1.301 0.708
H -5.725 2.250 -1.380
H -4.537 2.496 -2.670
H -4.200 3.494 0.211
H -4.646 4.491 -1.182
H -3.051 3.709 -1.106
H -0.333 -3.780 -1.556
H -0.918 -6.132 -1.978
H -3.154 -6.720 -2.880
H -4.801 -4.926 -3.340
H -4.206 -2.561 -2.871
O 7.885 -3.505 -0.838
C 7.562 -2.323 -1.051
O 8.270 -1.338 -1.352
C 6.037 -2.037 -1.028
C 5.561 -0.758 -1.297
C 4.202 -0.518 -1.266
N 3.306 -1.467 -0.983
C 3.751 -2.704 -0.724
C 5.101 -3.023 -0.740
C 2.663 -3.728 -0.380
O 2.988 -4.890 -0.165
O 1.475 -3.245 -0.357
H 6.275 0.022 -1.523
H 3.794 0.464 -1.474
H 5.420 -4.032 -0.521
C -0.170 3.725 -1.432
N 1.263 3.424 -1.821
C 2.176 3.865 -0.701
N 1.807 3.328 0.564
C 0.416 3.652 0.859
N -0.499 3.178 -0.164
C -0.666 1.716 -0.144
P 0.908 0.736 -0.059
C 1.421 1.948 -1.998
C 2.092 1.897 0.781
H -0.807 3.298 -2.209
H -0.261 4.817 -1.412
H 1.480 3.999 -2.649
H 2.123 4.960 -0.669
H 3.182 3.550 -0.976
H 0.323 4.741 0.934
H 0.147 3.205 1.818
H -1.188 1.412 -1.052
H -1.282 1.461 0.720
H 0.679 1.609 -2.724
H 2.429 1.774 -2.383
H 3.103 1.681 0.430
H 2.067 1.732 1.858
C 2.509 -1.165 2.395
C 0.995 -0.950 2.446
C 0.361 -2.276 2.893
C 0.438 -0.578 1.071
C 0.611 0.150 3.443
C 1.538 0.861 4.201
C 1.149 1.903 5.040
C -0.186 2.251 5.152
C -1.130 1.542 4.415
C -0.735 0.515 3.577
H 2.720 -2.007 1.740
H 2.917 -1.394 3.385
H 3.042 -0.299 1.996
H 0.619 -3.048 2.166
H -0.728 -2.197 2.930
H 0.718 -2.575 3.884
H -0.646 -0.732 1.009
H 2.589 0.615 4.124
H 1.901 2.445 5.602
H -0.491 3.064 5.800
H -2.181 1.800 4.487
H -1.481 -0.009 2.992
```

Properties
⟨S²⟩ = 0.8202
LUMO (alpha / beta) = 3.6 / 3.6 eV
Multiplicity = 2
Net charge = -2
Frontier orbital gap (alpha / beta) = 5.59 / 5.72 eV
Highest occupied orbital energy (alpha / beta) = -2.0 / -2.1 eV

Computed Löwdin charges, given in elementary charges:
1 Co 0.334
2 C -0.081
3 C -0.231
4 N -0.149
5 C -0.277
6 C -0.082
7 C -0.827
8 S 0.527
9 N 0.082
10 C -0.445
11 O -0.014
12 C -0.121
13 C -0.001
14 C -0.079
15 C -0.117
16 C -0.110
17 C -0.045
18 H 0.067
19 H 0.057
20 H 0.060
21 H 0.106
22 H 0.105
23 H 0.107
24 H 0.049
25 H 0.063
26 H 0.065
27 H 0.047
28 H 0.092
29 H 0.102
30 H 0.087
31 H 0.087
32 H 0.100
33 O -0.056
34 C -0.702
35 O -0.078
36 C -0.099
37 C -0.009
38 C -0.121
39 N 0.051
40 C -0.166
41 C 0.059
42 C -0.603
43 O 0.019
44 O -0.106
45 H 0.104
46 H 0.071
47 H 0.121
48 C -0.161
49 N -0.147
50 C -0.154
51 N -0.144
52 C -0.172
53 N -0.140
54 C -0.254
55 P 0.890
56 C -0.165
57 C -0.247
58 H 0.086
59 H 0.129
60 H 0.160
61 H 0.126
62 H 0.133
63 H 0.123
64 H 0.131
65 H 0.038
66 H 0.084
67 H 0.049
68 H 0.040
69 H 0.081
70 H 0.068
71 C -0.052
72 C -0.542
73 C -0.043
74 C -0.351
75 C -0.173
76 C -0.056
77 C -0.103
78 C -0.127
79 C -0.101
80 C -0.047
81 H 0.072
82 H 0.083
83 H 0.072
84 H 0.081
85 H 0.073
86 H 0.082
87 H 0.059
88 H 0.099
89 H 0.092
90 H 0.086
91 H 0.093
92 H 0.105

---

Formula: C4H4N2S
Source: OMol25
Level of theory: wB97M-V/def2-TZVPD

Geometry as XYZ:
```
11
C4H4N2S (wB97M-V/def2-TZVPD)
C -1.564 0.544 -1.257
C 0.907 0.631 1.175
C 0.433 -0.800 0.821
C -0.326 -0.047 -1.642
N -2.581 0.695 -0.730
N 0.719 1.522 0.375
S 0.744 -1.175 -0.909
H 1.380 0.719 2.111
H 0.828 -1.664 1.474
H -0.618 -0.673 1.185
H 0.078 0.250 -2.601
```

Properties
LUMO (alpha / beta) = -1.1 / -0.7 eV
Frontier orbital gap (alpha / beta) = 8.80 / 7.63 eV
Highest occupied orbital energy (alpha / beta) = -9.9 / -8.4 eV

Computed Löwdin charges, given in elementary charges:
1 C -0.310
2 C -0.345
3 C -0.472
4 C -0.456
5 N 0.150
6 N 0.176
7 S 0.920
8 H 0.097
9 H 0.099
10 H 0.094
11 H 0.046

---

Formula: C5H7N
Source: OMol25
Level of theory: wB97M-V/def2-TZVPD

Geometry as XYZ:
```
13
C5H7N (wB97M-V/def2-TZVPD)
C 1.134 -0.666 0.999
C 0.163 -0.312 -0.100
C -0.274 0.569 -1.194
N 0.428 1.682 -1.280
C -1.043 0.467 0.445
C -1.396 -0.819 0.498
H 0.539 -0.556 1.911
H 1.300 -1.751 1.073
H 2.074 -0.129 1.104
H -0.949 0.029 -1.859
H 0.811 1.885 -2.195
H -1.407 1.472 0.309
H -1.379 -1.870 0.289
```

Properties
LUMO = -0.1 eV
Frontier orbital gap = 7.82 eV
Highest occupied orbital energy = -7.9 eV

Computed Löwdin charges, given in elementary charges:
1 C -0.056
2 C -0.270
3 C -0.351
4 N 0.054
5 C -0.122
6 C 0.142
7 H 0.068
8 H 0.077
9 H 0.079
10 H 0.126
11 H 0.029
12 H 0.124
13 H 0.099

---

Formula: H39O19
Source: OMol25
Level of theory: wB97M-V/def2-TZVPD

Geometry as XYZ:
```
58
H39O19 (wB97M-V/def2-TZVPD)
O -2.127 3.782 1.004
H -2.622 2.996 1.334
H -2.421 4.142 0.171
O -1.851 -1.103 -3.277
H -1.605 -1.474 -2.418
H -2.457 -1.731 -3.686
O 0.281 1.267 4.238
H -0.421 1.261 3.586
H -0.141 1.451 5.078
O 0.280 1.554 -4.182
H -0.311 1.216 -3.484
H 1.004 2.084 -3.765
O -1.381 -3.994 -0.376
H -1.035 -4.037 0.520
H -0.685 -3.482 -0.804
O -0.509 1.914 -1.328
H -1.468 1.831 -1.055
H -0.107 1.523 -0.507
O 1.103 -1.509 4.203
H 0.941 -0.610 4.500
H 1.972 -1.881 4.096
O -0.876 0.523 1.048
H -0.188 0.022 1.550
O 2.317 2.115 -0.313
H 1.995 3.062 -0.138
H 1.666 1.496 0.082
O 1.587 -2.585 0.855
H 2.494 -2.638 1.150
H 1.209 -3.133 -0.755
O -0.854 -2.335 2.336
H -0.958 -2.830 3.153
H -0.310 -1.584 2.628
O 0.444 3.068 1.650
H 0.403 3.637 2.428
H -0.463 3.093 1.285
O 0.991 -0.063 -2.304
H 0.956 -2.626 1.684
H 0.459 0.560 -1.804
O 2.165 -0.294 1.815
H 1.892 -0.193 2.744
H 3.028 0.116 1.736
O -2.929 -1.897 0.814
H -2.971 -2.721 0.285
H -3.493 -2.036 1.588
O -3.530 1.672 1.551
H -2.993 0.897 1.392
H -4.435 1.295 1.580
O 1.069 -0.703 -4.972
H 0.708 0.615 -4.449
H 0.260 -1.174 -5.179
O 1.139 -3.019 -1.730
H 1.435 -2.128 -1.895
H 1.600 -1.081 -4.247
O 2.853 1.780 -2.900
H 3.775 1.603 -3.111
H 2.904 1.940 -1.899
H 1.843 0.349 -2.251
H -1.628 0.001 0.746
```

Properties
LUMO = -2.6 eV
Net charge = +1
Frontier orbital gap = 10.66 eV
Highest occupied orbital energy = -13.3 eV

Computed Löwdin charges, given in elementary charges:
1 O -0.064
2 H -0.004
3 H 0.054
4 O -0.046
5 H 0.034
6 H 0.054
7 O -0.026
8 H 0.032
9 H 0.068
10 O 0.192
11 H 0.103
12 H 0.132
13 O -0.045
14 H 0.027
15 H -0.001
16 O -0.074
17 H 0.100
18 H 0.018
19 O -0.041
20 H 0.017
21 H 0.061
22 O -0.044
23 H 0.050
24 O -0.075
25 H 0.115
26 H 0.025
27 O -0.097
28 H 0.049
29 H -0.004
30 O -0.061
31 H 0.072
32 H 0.004
33 O -0.073
34 H 0.057
35 H -0.011
36 O -0.060
37 H 0.074
38 H -0.013
39 O -0.048
40 H 0.019
41 H 0.063
42 O -0.082
43 H 0.037
44 H 0.051
45 O -0.028
46 H 0.009
47 H 0.103
48 O 0.029
49 H 0.079
50 H 0.092
51 O -0.078
52 H -0.016
53 H 0.093
54 O -0.078
55 H 0.073
56 H 0.043
57 H 0.010
58 H 0.029

---

Formula: C3HINO3
Source: OMol25
Level of theory: wB97M-V/def2-TZVPD

Geometry as XYZ:
```
9
C3HINO3 (wB97M-V/def2-TZVPD)
C 0.252 -0.792 0.233
C 1.468 -0.739 0.923
C -1.005 1.417 -0.109
N -0.774 -0.249 -0.279
O 0.672 -2.003 0.495
O -2.123 1.668 -0.448
O -0.012 1.906 0.321
I 3.066 -0.395 -0.515
H -1.544 -0.811 -0.623
```

Properties
LUMO = 3.1 eV
Net charge = -1
SMILES string = O=C([O-])NC1=C(I)O1
Frontier orbital gap = 7.31 eV
Highest occupied orbital energy = -4.2 eV

Computed Löwdin charges, given in elementary charges:
1 C -0.635
2 C -0.523
3 C -0.703
4 N 0.189
5 O -0.077
6 O 0.023
7 O 0.054
8 I 0.540
9 H 0.131

---

Formula: C5H12O
Source: OMol25
Level of theory: wB97M-V/def2-TZVPD

Geometry as XYZ:
```
18
C5H12O (wB97M-V/def2-TZVPD)
C 1.571 -0.483 1.974
C 1.116 -0.715 0.525
C -0.250 -0.068 0.196
O -0.431 1.094 0.999
C -0.474 0.362 -1.283
C -1.918 0.256 -1.787
H 2.612 -0.792 2.105
H 1.498 0.571 2.253
H 0.968 -1.036 2.703
H 1.882 -0.326 -0.161
H 1.069 -1.794 0.335
H -1.054 -0.744 0.509
H 0.290 1.692 0.750
H -0.201 1.421 -1.300
H 0.205 -0.130 -1.993
H -2.032 0.736 -2.767
H -2.253 -0.782 -1.900
H -2.608 0.764 -1.106
```

Properties
LUMO = 1.1 eV
SMILES string = CCC(O)CC
Frontier orbital gap = 11.25 eV
Highest occupied orbital energy = -10.1 eV

Computed Löwdin charges, given in elementary charges:
1 C -0.107
2 C -0.204
3 C -0.395
4 O -0.069
5 C -0.206
6 C -0.111
7 H 0.069
8 H 0.063
9 H 0.078
10 H 0.107
11 H 0.110
12 H 0.143
13 H 0.092
14 H 0.105
15 H 0.108
16 H 0.069
17 H 0.072
18 H 0.075

---

Formula: C5H20F3N10O5Y
Source: OMol25
Level of theory: wB97M-V/def2-TZVPD

Geometry as XYZ:
```
44
C5H20F3N10O5Y (wB97M-V/def2-TZVPD)
Y 0.257 0.729 0.097
F -0.422 0.412 2.340
F 2.234 1.795 0.655
F -0.621 1.403 -1.994
C -3.338 0.247 0.341
O -2.163 0.501 0.152
N -4.251 1.029 -0.056
N -3.780 -0.692 1.089
H -5.168 1.170 0.342
H -3.919 1.772 -0.654
H -3.172 -1.393 1.487
H -4.720 -0.670 1.459
C -0.940 4.110 0.421
O -0.539 2.992 0.358
N -1.057 4.816 -0.626
N -1.188 4.699 1.562
H -1.010 5.824 -0.670
H -1.120 4.395 -1.542
H -0.963 4.168 2.391
H -1.307 5.702 1.585
C -0.820 -2.471 -0.990
O -0.441 -1.330 -0.754
N -1.351 -2.921 -2.095
N -0.953 -3.299 -0.005
H -1.544 -2.116 -2.674
H -1.553 -3.885 -2.318
H -0.578 -3.040 0.897
H -1.522 -4.121 -0.147
C 2.487 -1.321 1.965
O 1.759 -1.063 0.979
N 3.002 -0.541 2.925
N 3.055 -2.452 2.086
H 3.384 -1.141 3.642
H 2.607 0.313 3.294
H 3.824 -2.513 2.737
H 2.515 -3.256 1.799
C 2.538 -0.813 -2.243
O 1.806 -0.173 -1.463
N 2.863 -0.408 -3.456
N 3.202 -1.816 -1.840
H 3.240 -0.972 -4.204
H 2.674 0.559 -3.677
H 4.025 -2.171 -2.305
H 2.968 -2.058 -0.888
```

Properties
⟨S²⟩ = 0.7504
LUMO (alpha / beta) = 2.7 / 2.7 eV
Multiplicity = 2
Net charge = -1
Frontier orbital gap (alpha / beta) = 2.01 / 8.35 eV
Highest occupied orbital energy (alpha / beta) = 0.7 / -5.7 eV

Computed Löwdin charges, given in elementary charges:
1 Y 1.488
2 F -0.639
3 F -0.625
4 F -0.634
5 C -0.786
6 O -0.046
7 N 0.174
8 N 0.187
9 H 0.111
10 H 0.129
11 H 0.106
12 H 0.102
13 C -0.786
14 O -0.015
15 N 0.190
16 N 0.183
17 H 0.111
18 H 0.128
19 H 0.128
20 H 0.103
21 C -0.852
22 O -0.100
23 N 0.137
24 N 0.131
25 H 0.111
26 H 0.020
27 H 0.073
28 H -0.015
29 C -0.696
30 O -0.084
31 N 0.174
32 N 0.131
33 H 0.082
34 H 0.116
35 H 0.100
36 H 0.083
37 C -0.713
38 O -0.083
39 N 0.165
40 N 0.187
41 H 0.098
42 H 0.118
43 H 0.110
44 H 0.101

---

Formula: C4H7NO
Source: OMol25
Level of theory: wB97M-V/def2-TZVPD

Geometry as XYZ:
```
13
C4H7NO (wB97M-V/def2-TZVPD)
C 1.895 -1.512 -0.587
C 0.751 -0.607 -0.206
N -1.538 1.747 -0.417
C -1.827 1.747 0.819
C -0.443 -1.053 0.120
O -1.490 -1.472 0.428
H 2.370 -1.158 -1.507
H 1.554 -2.535 -0.767
H 2.664 -1.548 0.193
H 0.869 0.470 -0.205
H -0.868 2.490 -0.628
H -2.531 0.998 1.190
H -1.407 2.433 1.568
```

Properties
LUMO = 0.8 eV
SMILES string = CC=C=O.C=N
Frontier orbital gap = 9.48 eV
Highest occupied orbital energy = -8.6 eV

Computed Löwdin charges, given in elementary charges:
1 C -0.112
2 C -0.166
3 N 0.027
4 C -0.138
5 C -0.234
6 O 0.147
7 H 0.070
8 H 0.076
9 H 0.069
10 H 0.088
11 H 0.044
12 H 0.060
13 H 0.069